Record 1
{
  "formula": "C6H9CoO4",
  "method": "ωB97M-V with the def2-TZVPD basis set",
  "symbols": ["O", "C", "O", "O", "C", "Co", "H", "H", "C", "C", "H", "H", "H", "C", "C", "O", "H", "H", "H", "H"],
  "xyz": [[1.24177, -0.58846, 3.49599], [0.65171, 0.09052, 2.60911], [-0.42173, 0.69964, 2.86963], [1.21880, 0.11743, 1.41416], [0.53861, 0.66729, 0.28165], [-0.22203, 0.02780, 4.63681], [-0.28038, 1.29068, 0.66317], [1.34900, 1.24099, -0.18370], [1.83861, -0.01337, -2.18048], [0.51925, -0.17699, -2.01291], [2.56987, 0.38135, -1.47290], [2.29175, -0.18869, -3.15906], [-0.13900, -0.16262, -2.88949], [-0.14310, -0.38578, -0.68941], [-1.65722, -0.26889, -0.85490], [-2.30885, -0.67910, 0.33089], [0.09643, -1.38403, -0.29240], [-1.97179, -0.90520, -1.69931], [-1.91820, 0.77469, -1.10245], [-3.25350, -0.53726, 0.23560]],
  "atomic_forces_ev_per_a": [[0.255, 0.075, -0.208], [0.840, -0.438, -1.505], [-0.288, 0.619, -1.082], [0.028, -0.712, 0.151], [-1.232, 0.199, 0.409], [-0.811, -0.325, 2.674], [0.413, 0.272, -0.179], [-0.811, -0.078, -0.148], [-0.037, 0.289, -0.957], [0.719, -0.268, -0.536], [-0.363, -0.881, 0.394], [-0.389, 0.550, 0.000], [0.379, -0.744, 0.081], [0.889, 1.062, 0.769], [0.064, 0.236, 0.072], [0.202, -0.023, 0.161], [-0.069, 0.170, -0.233], [0.182, 0.147, 0.130], [0.069, -0.163, -0.003], [-0.042, 0.015, 0.012]],
  "nbo_charge": [-0.771, 0.938, -0.800, -0.497, -0.068, 0.791, 0.212, 0.203, -0.393, -0.172, 0.198, 0.203, 0.203, -0.324, -0.048, -0.719, 0.242, 0.168, 0.161, 0.473],
  "homo_energy_ev": [-6.75, -9.67],
  "de_lowest_kj_mol": 0.00,
  "homo_lumo_gap_ha": [0.2732, 0.3312],
  "spin_multiplicity": 5,
  "s2": 6.004
}

Record 2
{
  "formula": "C25H10Cl10CrIN4O2Se",
  "method": "ωB97M-V with the def2-TZVPD basis set",
  "symbols": ["Cr", "Cl", "C", "C", "Cl", "C", "Cl", "C", "O", "C", "Cl", "C", "Cl", "Cl", "C", "C", "Cl", "C", "Cl", "C", "O", "C", "Cl", "C", "Cl", "N", "C", "C", "C", "C", "N", "C", "C", "H", "H", "H", "H", "I", "C", "H", "H", "Se", "N", "C", "C", "C", "C", "C", "C", "N", "H", "H", "H", "H"],
  "xyz": [[0.24169, 0.29429, 0.18759], [-1.59925, -1.48957, -7.07592], [-1.13842, -1.16361, -5.45054], [-2.08357, -1.19742, -4.43058], [-3.72276, -1.57266, -4.79728], [-1.71032, -0.93333, -3.11720], [-2.88875, -0.99160, -1.85273], [-0.38270, -0.62130, -2.77551], [0.00875, -0.39103, -1.56305], [0.55719, -0.60403, -3.83016], [2.19228, -0.25343, -3.41821], [0.18966, -0.86797, -5.13919], [1.37232, -0.83489, -6.38678], [7.43599, 0.81645, 0.26884], [5.73604, 1.01713, 0.10241], [4.88091, -0.06104, 0.28611], [5.50572, -1.61351, 0.68450], [3.51150, 0.12033, 0.14648], [2.42735, -1.22848, 0.36462], [2.92654, 1.35199, -0.18592], [1.65222, 1.53034, -0.32786], [3.82317, 2.43290, -0.34807], [3.13419, 3.96601, -0.70890], [5.19220, 2.26768, -0.21313], [6.23792, 3.61476, -0.42651], [2.48208, 2.79061, 6.87073], [2.11206, 2.39254, 5.85939], [1.65077, 1.89020, 4.59365], [1.46779, 0.52463, 4.41079], [1.02164, 0.08862, 3.17935], [0.76067, 0.92171, 2.16902], [0.94641, 2.23583, 2.34558], [1.38667, 2.76231, 3.54454], [1.67255, -0.17961, 5.20409], [0.87481, -0.96483, 2.98415], [0.75133, 2.86727, 1.48694], [1.52684, 3.82812, 3.65195], [-1.02317, 3.30165, -1.06983], [-1.34029, 1.59110, 0.16275], [-2.18912, 1.07803, -0.28396], [-1.62871, 1.98881, 1.13889], [-2.29754, -0.80523, 2.16398], [-1.02425, -1.19527, 0.96255], [-1.14627, -2.47215, 0.63589], [-0.36295, -3.17147, -0.33401], [-0.63446, -4.48002, -0.54924], [-1.67429, -5.17807, 0.15569], [-2.44944, -4.55331, 1.06826], [-2.20952, -3.16693, 1.33333], [-2.92571, -2.44832, 2.17119], [0.39089, -2.64001, -0.89518], [-0.06254, -5.02434, -1.28990], [-1.83765, -6.22317, -0.07095], [-3.24963, -5.05289, 1.59746]],
  "atomic_forces_ev_per_a": [[0.131, 0.349, -0.391], [-0.004, -0.005, -0.028], [0.010, 0.005, 0.026], [0.014, 0.002, -0.011], [-0.009, -0.002, 0.010], [0.070, 0.014, 0.023], [-0.013, -0.018, 0.003], [0.086, 0.133, -0.144], [-0.131, -0.223, 0.223], [-0.059, 0.002, 0.109], [0.021, 0.012, 0.012], [-0.039, -0.013, -0.021], [0.014, 0.003, -0.005], [0.019, 0.001, 0.002], [-0.022, 0.019, -0.006], [-0.003, 0.027, -0.012], [-0.006, -0.006, 0.003], [-0.042, -0.012, -0.004], [0.013, -0.034, 0.024], [0.120, 0.015, 0.017], [-0.164, -0.109, 0.028], [-0.018, -0.028, 0.006], [-0.002, 0.005, 0.002], [0.004, -0.015, 0.005], [-0.004, -0.002, 0.001], [-0.030, -0.022, -0.045], [0.058, 0.048, 0.097], [-0.017, -0.002, -0.020], [-0.002, -0.006, -0.017], [0.003, 0.008, 0.030], [-0.016, -0.030, -0.037], [-0.010, 0.018, 0.017], [0.001, -0.004, -0.012], [-0.001, 0.012, -0.013], [0.000, -0.029, 0.003], [0.000, -0.001, 0.012], [0.002, -0.011, 0.004], [-0.013, -0.039, 0.016], [0.033, 0.046, 0.011], [0.017, 0.024, 0.023], [0.017, -0.027, -0.007], [-0.044, -0.011, -0.073], [-0.002, -0.078, 0.142], [-0.055, -0.008, 0.017], [0.019, -0.042, 0.001], [0.021, 0.037, -0.015], [-0.030, -0.001, 0.016], [-0.022, -0.061, -0.010], [-0.022, -0.010, -0.126], [0.067, 0.049, 0.115], [0.019, -0.012, -0.007], [0.003, 0.017, 0.009], [-0.008, 0.004, 0.013], [0.030, 0.006, -0.014]],
  "nbo_charge": [1.282, 0.051, -0.119, -0.061, 0.054, -0.141, 0.025, 0.393, -0.812, -0.131, 0.053, -0.061, 0.059, 0.055, -0.128, -0.048, 0.057, -0.177, 0.096, 0.389, -0.769, -0.133, 0.059, -0.054, 0.066, -0.241, 0.250, -0.083, -0.208, 0.072, -0.484, 0.077, -0.190, 0.248, 0.216, 0.252, 0.251, 0.134, -0.917, 0.216, 0.188, 1.027, -0.730, 0.243, -0.256, -0.144, -0.192, -0.191, 0.080, -0.567, 0.246, 0.229, 0.228, 0.237],
  "homo_energy_ev": [-8.16, -8.24],
  "de_lowest_kj_mol": 28.63,
  "homo_lumo_gap_ha": [0.2271, 0.2272],
  "spin_multiplicity": 4,
  "s2": 3.811
}

Record 3
{
  "formula": "CH3INP",
  "method": "ωB97M-V with the def2-TZVPD basis set",
  "symbols": ["C", "N", "P", "I", "H", "H", "H"],
  "xyz": [[-0.13551, 0.77329, -0.10712], [0.59667, -0.35404, -0.00235], [0.27194, -1.81764, 0.17511], [-2.39594, 0.30300, 0.14855], [0.03816, 1.99351, 0.87982], [0.04753, 1.23696, -1.17571], [1.57716, -2.13508, 0.08170]],
  "atomic_forces_ev_per_a": [[-0.518, 3.822, 0.084], [1.102, 3.707, 0.216], [-2.048, -2.207, 0.379], [0.659, 0.471, -0.205], [-0.188, -3.905, -2.739], [-0.806, -0.706, 2.260], [1.800, -1.181, 0.005]],
  "nbo_charge": [-0.257, -0.905, 0.903, -0.117, 0.239, 0.238, -0.100],
  "homo_energy_ev": -8.94,
  "de_lowest_kj_mol": 258.86,
  "homo_lumo_gap_ha": 0.2907
}

Record 4
{
  "formula": "C36H26AuN5O3PS",
  "method": "ωB97M-V with the def2-TZVPD basis set",
  "symbols": ["Au", "C", "C", "C", "C", "N", "C", "N", "C", "N", "C", "N", "C", "C", "C", "C", "C", "N", "C", "C", "C", "C", "C", "C", "H", "H", "H", "H", "H", "H", "H", "H", "H", "H", "H", "H", "O", "S", "O", "O", "C", "C", "C", "C", "C", "C", "P", "C", "C", "C", "C", "C", "C", "C", "C", "C", "C", "C", "C", "H", "H", "H", "H", "H", "H", "H", "H", "H", "H", "H", "H", "H", "H"],
  "xyz": [[-0.33439, -0.91662, 1.92875], [3.43110, -2.89896, 2.08419], [4.39597, -1.89191, 2.03224], [3.98316, -0.58508, 1.95785], [2.61797, -0.27020, 1.93723], [1.70632, -1.26170, 1.95433], [2.10867, -2.54924, 2.04138], [2.32366, 1.07159, 1.88430], [1.17007, 1.58593, 2.07402], [-0.04263, 0.97208, 2.34012], [-1.06877, 1.90208, 2.25383], [-2.33039, 1.72148, 2.24624], [-2.94481, 0.50163, 2.39647], [-4.32789, 0.54145, 2.56275], [-5.04044, -0.60578, 2.77950], [-4.35757, -1.82467, 2.84154], [-3.01159, -1.81735, 2.64601], [-2.31061, -0.68177, 2.43664], [-0.44803, 3.22717, 2.11033], [-1.01355, 4.48650, 2.05648], [-0.14487, 5.55710, 1.88268], [1.23232, 5.36310, 1.76467], [1.79095, 4.09215, 1.81823], [0.91967, 3.03471, 1.99535], [3.69589, -3.94341, 2.15522], [5.44982, -2.13434, 2.05113], [4.67261, 0.24443, 1.91564], [1.32684, -3.29273, 2.05827], [-4.79241, 1.51510, 2.52724], [-6.11200, -0.56436, 2.91989], [-4.87113, -2.76133, 2.99279], [-2.42708, -2.71030, 2.79461], [-2.08241, 4.62355, 2.14541], [-0.54016, 6.56313, 1.83705], [1.87493, 6.22273, 1.62880], [2.85583, 3.92966, 1.72396], [-1.74671, -4.66911, 0.51829], [-1.53287, -3.30144, 0.16289], [-2.63985, -2.40764, 0.06408], [-0.51490, -2.77358, 1.23589], [-0.71559, -3.27767, -1.42280], [-0.74876, -4.48062, -2.11539], [-0.31879, -4.53198, -3.43227], [0.13671, -3.38201, -4.05737], [0.18556, -2.18774, -3.35453], [-0.23597, -2.11036, -2.02989], [0.00930, -0.55177, -1.10421], [-1.10999, 0.68149, -1.81902], [-0.99342, 1.99438, -1.35446], [-1.89401, 2.96505, -1.75757], [-2.93729, 2.62957, -2.61284], [-3.07033, 1.32500, -3.06192], [-2.16202, 0.35056, -2.66664], [1.67380, -0.08583, -1.69654], [1.93510, 1.02157, -2.49859], [3.23731, 1.31854, -2.88018], [4.28720, 0.50860, -2.47515], [4.03327, -0.60472, -1.68459], [2.73718, -0.89488, -1.29171], [-1.12635, -5.36393, -1.62098], [-0.34824, -5.47151, -3.96733], [0.46570, -3.41373, -5.08759], [0.57585, -1.29938, -3.83632], [-0.18475, 2.26262, -0.67909], [-1.78682, 3.98119, -1.39976], [-3.64564, 3.38540, -2.92537], [-3.88443, 1.05958, -3.72344], [-2.27819, -0.66761, -3.01629], [1.12233, 1.65192, -2.83618], [3.42822, 2.18078, -3.50578], [5.29936, 0.73826, -2.78067], [4.84724, -1.24931, -1.37698], [2.54574, -1.77553, -0.68483]],
  "atomic_forces_ev_per_a": [[0.021, 0.364, -0.102], [0.091, 0.017, 0.007], [-0.093, 0.020, -0.003], [-0.004, -0.065, 0.034], [0.054, 0.081, 0.017], [-0.016, 0.080, -0.068], [-0.023, -0.072, -0.002], [0.001, -0.018, -0.005], [0.047, -0.037, -0.026], [0.086, 0.110, 0.117], [-0.092, -0.010, 0.008], [0.064, 0.085, -0.029], [-0.043, 0.100, 0.085], [-0.111, 0.245, 0.012], [-0.003, -0.429, 0.029], [-0.523, 0.290, -0.126], [0.424, -0.068, 0.772], [0.161, -0.154, -0.592], [0.086, 0.032, -0.013], [0.011, -0.037, -0.007], [0.026, 0.014, -0.006], [-0.016, 0.035, -0.004], [-0.004, -0.035, 0.003], [-0.059, 0.025, 0.009], [0.014, 0.001, -0.004], [0.004, -0.001, 0.006], [0.011, -0.005, 0.000], [0.024, 0.014, -0.010], [-0.009, 0.003, -0.002], [-0.005, -0.022, -0.028], [0.023, -0.014, 0.106], [0.010, -0.138, -0.345], [0.000, -0.002, -0.003], [0.000, -0.003, 0.000], [-0.002, -0.004, 0.000], [-0.004, 0.000, 0.000], [-0.158, 0.033, -0.100], [0.902, -0.413, 0.315], [-0.454, 0.577, -0.121], [-0.370, -0.616, -0.174], [-0.041, 0.033, 0.029], [-0.009, -0.030, 0.025], [0.025, 0.025, -0.032], [-0.016, -0.029, 0.019], [0.045, -0.026, 0.011], [-0.033, -0.002, 0.012], [0.073, 0.107, 0.209], [-0.143, -0.092, 0.017], [0.004, -0.005, 0.027], [-0.002, -0.002, -0.003], [0.010, -0.007, 0.001], [0.002, -0.004, -0.008], [0.040, 0.016, -0.025], [0.009, 0.058, -0.024], [-0.013, -0.004, 0.016], [0.005, -0.008, 0.002], [-0.006, 0.006, -0.004], [-0.006, -0.018, 0.008], [-0.004, -0.003, -0.017], [0.004, 0.002, 0.000], [0.002, 0.003, -0.002], [-0.007, 0.000, 0.001], [0.003, 0.000, 0.002], [-0.021, -0.004, -0.012], [0.002, -0.001, 0.000], [0.001, -0.003, 0.000], [-0.001, 0.001, 0.003], [-0.009, 0.002, 0.004], [0.020, -0.002, -0.001], [-0.003, -0.002, 0.000], [0.001, 0.000, 0.001], [-0.004, 0.002, 0.000], [0.003, 0.003, -0.014]],
  "lowdin_charge": [1.333, -0.031, -0.026, 0.007, -0.310, -0.016, -0.110, 0.195, -0.279, -0.021, -0.281, 0.194, -0.289, 0.016, -0.010, -0.021, -0.134, -0.011, -0.116, 0.010, -0.046, -0.045, 0.013, -0.112, 0.120, 0.123, 0.127, 0.106, 0.125, 0.124, 0.126, 0.114, 0.123, 0.113, 0.113, 0.122, -0.264, 0.523, -0.285, -0.550, -0.262, -0.045, -0.045, -0.046, -0.072, -0.340, 1.090, -0.375, -0.125, -0.071, -0.072, -0.066, -0.070, -0.372, -0.080, -0.066, -0.072, -0.076, -0.115, 0.115, 0.116, 0.115, 0.117, 0.098, 0.106, 0.108, 0.110, 0.106, 0.100, 0.109, 0.108, 0.107, 0.098],
  "homo_energy_ev": -10.63,
  "homo_lumo_gap_ha": 0.2421,
  "total_charge": 1
}